[1]
This record from the OMol25 dataset describes C41H38N2O7PtTe as an isolated structure. The level of theory is ωB97M-V/def2-TZVPD.

Summary:
expectation value of S²: 2.0104
energy relative to the best compared isomer or geometry (same formula, charge and spin): 75.1 kJ/mol
multiplicity: 3
total energy: -2608.70491 a.u.
HOMO-LUMO gap (alpha / beta): 7.2 / 7.1 eV

Element x y z (Å)
Pt -1.923 -0.949 0.001
C 4.154 -1.692 3.652
C 3.021 -1.699 2.662
C 3.247 -1.774 1.289
C 2.208 -1.823 0.382
C 2.543 -2.059 -1.060
O 2.104 -3.010 -1.668
C 3.503 -1.112 -1.706
C 4.361 -1.582 -2.696
C 5.203 -0.702 -3.354
C 5.165 0.653 -3.053
C 4.296 1.129 -2.082
C 3.481 0.243 -1.394
C 0.862 -1.724 0.800
O -0.045 -1.698 -0.136
C 0.611 -1.616 2.196
C 1.707 -1.628 3.077
C -0.725 -1.440 2.785
N -1.819 -1.386 2.106
C -3.105 -1.056 2.737
C -3.320 0.456 2.758
Te -2.841 1.356 0.841
C -1.029 2.134 1.586
C -1.070 3.099 2.586
C 0.108 3.529 3.181
C 1.325 2.998 2.777
C 1.365 2.052 1.764
C 0.190 1.623 1.160
C -0.783 -1.245 4.270
C -1.076 -2.301 5.123
C -1.127 -2.090 6.494
C -0.883 -0.827 7.013
C -0.582 0.227 6.161
C -0.528 0.020 4.791
H 5.117 -1.690 3.142
H 4.123 -2.571 4.298
H 4.116 -0.811 4.295
H 4.266 -1.814 0.916
H 4.348 -2.637 -2.939
H 5.884 -1.069 -4.112
H 5.808 1.343 -3.585
H 4.245 2.188 -1.866
H 2.795 0.606 -0.638
H 1.517 -1.564 4.140
H -3.165 -1.457 3.749
H -3.874 -1.537 2.133
H -2.670 0.932 3.490
H -4.353 0.694 3.007
H -2.016 3.518 2.908
H 0.073 4.281 3.959
H 2.242 3.328 3.247
H 2.312 1.635 1.447
H 0.225 0.887 0.365
H -1.261 -3.287 4.713
H -1.355 -2.915 7.156
H -0.922 -0.665 8.082
H -0.383 1.212 6.563
H -0.271 0.835 4.123
O -4.943 -2.566 -1.876
C -4.154 -1.650 -1.968
O -3.807 -0.815 -1.050
C -3.568 -1.393 -3.376
N -2.726 -0.142 -3.421
C -3.382 0.850 -4.337
C -4.826 0.380 -4.377
C -4.671 -1.139 -4.406
H -2.937 -2.243 -3.631
H -1.762 -0.319 -3.708
H -2.620 0.307 -2.479
H -2.913 0.760 -5.317
H -3.207 1.847 -3.939
H -5.355 0.777 -5.241
H -5.353 0.697 -3.476
H -4.351 -1.466 -5.397
H -5.568 -1.688 -4.133
O 0.983 3.783 -3.727
C 1.011 2.443 -3.747
C 1.873 1.803 -4.643
C 1.952 0.426 -4.674
C 1.196 -0.351 -3.798
C 0.335 0.284 -2.922
C 0.191 1.673 -2.906
C -0.844 2.346 -2.044
O -0.734 3.566 -1.830
O -1.804 1.621 -1.628
H 0.358 4.019 -2.984
H 2.478 2.418 -5.297
H 2.636 -0.051 -5.365
H 1.316 -1.426 -3.762
H -0.206 -0.299 -2.180

Here are the Mulliken charges for atoms 1 to 8, given in e: atom 1 (Pt): 2.046, atom 2 (C): -1.652, atom 3 (C): -0.250, atom 4 (C): 0.108, atom 5 (C): 1.026, atom 6 (C): -0.391, atom 7 (O): -0.669, atom 8 (C): 0.532

[2]
This record from the OMol25 dataset describes C41H39Br2F4N3OPSTi as an isolated structure. The level of theory is ωB97M-V/def2-TZVPD.

Summary:
expectation value of S²: 2.0104
energy relative to the best compared isomer or geometry (same formula, charge and spin): 21.4 kJ/mol
net charge: +1
multiplicity: 3
total energy: -8961.65863 a.u.
HOMO-LUMO gap (alpha / beta): 5.8 / 7.1 eV

Element x y z (Å)
Ti -0.260 0.591 -0.552
C -3.850 -6.121 2.435
C -3.566 -4.767 3.085
C -4.892 -4.201 3.611
C -2.606 -4.983 4.262
C -2.933 -3.780 2.104
C -2.750 -2.452 2.483
C -2.177 -1.578 1.589
Br -1.942 0.242 2.101
C -1.754 -1.941 0.304
O -1.267 -0.998 -0.500
C -1.884 -3.282 -0.077
C -2.489 -4.148 0.843
C -1.445 -3.877 -1.424
C -0.638 -2.929 -2.318
C -2.694 -4.310 -2.201
C -0.549 -5.099 -1.163
H -4.342 -6.770 3.161
H -2.935 -6.625 2.117
H -4.510 -6.027 1.570
H -5.387 -4.938 4.246
H -5.567 -3.952 2.790
H -4.747 -3.303 4.212
H -3.055 -5.650 5.001
H -2.368 -4.042 4.761
H -1.669 -5.430 3.923
H -3.056 -2.105 3.461
H -2.624 -5.175 0.536
H -1.209 -2.057 -2.631
H -0.334 -3.481 -3.211
H 0.265 -2.572 -1.817
H -3.337 -3.453 -2.411
H -3.283 -5.043 -1.648
H -2.407 -4.761 -3.154
H 0.335 -4.810 -0.589
H -0.214 -5.521 -2.113
H -1.056 -5.893 -0.617
C 1.816 1.602 -5.358
N 2.484 0.980 -4.225
C 3.817 0.652 -4.166
C 4.049 0.125 -2.959
N 2.836 0.115 -2.251
C 1.872 0.675 -3.059
S 0.223 1.015 -2.852
C 2.756 -0.373 -0.917
C 3.850 -1.089 -0.410
C 3.836 -1.525 0.891
C 2.720 -1.245 1.681
C 1.686 -0.566 1.108
N 1.667 -0.129 -0.183
H 2.542 1.694 -6.161
H 1.447 2.585 -5.071
H 0.982 0.982 -5.682
H 4.485 0.829 -4.990
H 4.973 -0.216 -2.541
H 4.695 -1.332 -1.029
H 4.676 -2.080 1.284
H 2.645 -1.561 2.711
H 0.790 -0.350 1.681
F -4.038 6.963 -0.191
C -3.032 6.109 -0.123
C -1.788 6.529 0.305
F -1.588 7.792 0.646
C -0.750 5.611 0.360
F 0.441 6.073 0.740
C -0.912 4.276 0.020
P 0.461 3.071 0.184
C 1.680 3.615 -1.050
C 1.336 4.426 -2.126
C 2.266 4.702 -3.118
C 3.544 4.165 -3.048
C 3.891 3.349 -1.980
C 2.963 3.071 -0.987
C 1.263 3.390 1.788
C 0.836 2.645 2.885
C 1.420 2.824 4.131
C 2.451 3.736 4.284
C 2.896 4.473 3.193
C 2.305 4.305 1.953
C -2.176 3.882 -0.436
Br -2.595 2.144 -1.066
C -3.221 4.786 -0.503
F -4.423 4.429 -0.937
H 0.340 4.844 -2.200
H 1.994 5.351 -3.941
H 4.271 4.393 -3.817
H 4.891 2.939 -1.910
H 3.250 2.442 -0.151
H 0.042 1.921 2.769
H 1.069 2.247 4.977
H 2.912 3.874 5.253
H 3.700 5.186 3.314
H 2.650 4.891 1.111

Here are the Mulliken charges for atoms 1 to 8, given in e: atom 1 (Ti): 0.783, atom 2 (C): -2.043, atom 3 (C): 1.902, atom 4 (C): -1.700, atom 5 (C): -1.592, atom 6 (C): -0.249, atom 7 (C): -0.192, atom 8 (C): 0.076

[3]
This record from the OMol25 dataset describes C41H39N7O2PrS2 as an isolated structure in a non-equilibrium geometry. The level of theory is ωB97M-V/def2-TZVPD.

Summary:
expectation value of S²: 2.0021
energy relative to the best compared isomer or geometry (same formula, charge and spin): 0.0 kJ/mol
net charge: -1
multiplicity: 3
total energy: -3433.22798 a.u.
HOMO-LUMO gap (alpha / beta): 6.9 / 6.9 eV

Element x y z (Å)
Pr -0.295 0.104 -0.487
O -0.391 3.380 -3.639
C -0.145 2.462 -2.874
N -0.544 2.306 -1.586
C -1.177 3.343 -0.976
O -1.143 4.523 -1.278
C -1.998 2.922 0.228
C -3.137 3.671 0.517
C -3.929 3.304 1.588
C -3.542 2.212 2.348
C -2.388 1.533 1.997
N -1.623 1.866 0.957
C 0.687 1.298 -3.400
C 0.833 1.174 -4.779
C 1.657 0.189 -5.290
C 2.334 -0.630 -4.399
C 2.116 -0.452 -3.043
N 1.299 0.473 -2.541
H -3.376 4.518 -0.108
H -4.834 3.845 1.819
H -4.121 1.891 3.200
H -2.058 0.682 2.580
H 0.289 1.853 -5.417
H 1.774 0.059 -6.356
H 3.005 -1.402 -4.747
H 2.610 -1.092 -2.318
S -0.686 -1.935 -2.515
C -2.409 -2.196 -2.580
C -2.854 -3.350 -3.217
C -4.206 -3.658 -3.335
C -4.613 -4.827 -3.997
N -4.939 -5.789 -4.537
C -5.160 -2.770 -2.793
C -4.724 -1.615 -2.159
C -3.373 -1.304 -2.036
S -2.994 0.185 -1.235
C -6.537 -3.028 -2.881
N -7.672 -3.199 -2.941
H -2.119 -4.020 -3.636
H -5.444 -0.924 -1.742
C 3.573 -1.807 1.374
C 4.303 -0.808 2.271
C 3.894 -0.994 3.739
C 4.249 0.637 1.795
C 5.394 1.383 2.053
C 5.567 2.656 1.550
C 4.620 3.162 0.681
C 3.453 2.465 0.411
C 2.489 3.016 -0.608
C 2.016 4.438 -0.302
C 3.161 2.975 -1.985
C 3.216 1.230 1.039
N 1.939 0.625 0.995
C 1.451 0.443 2.192
C 0.368 -0.373 2.553
C 0.018 -0.701 3.880
C -0.951 -1.677 3.798
C -1.175 -1.911 2.430
N -0.394 -1.123 1.671
C -2.217 -2.838 1.858
C -2.496 -4.014 2.800
C -3.491 -2.003 1.656
C -1.750 -3.406 0.518
H 3.874 -2.817 1.645
H 3.834 -1.635 0.332
H 2.494 -1.741 1.477
H 5.370 -1.070 2.218
H 2.814 -1.047 3.842
H 4.266 -0.176 4.352
H 4.312 -1.925 4.120
H 6.173 0.943 2.665
H 6.447 3.231 1.803
H 4.779 4.123 0.217
H 1.606 2.364 -0.628
H 2.823 5.159 -0.413
H 1.625 4.503 0.711
H 1.220 4.715 -0.990
H 4.031 3.629 -2.007
H 2.458 3.306 -2.746
H 3.488 1.965 -2.223
H 1.979 0.892 3.039
H 0.448 -0.276 4.768
H -1.439 -2.171 4.617
H -2.923 -3.683 3.742
H -1.579 -4.561 3.013
H -3.201 -4.693 2.326
H -3.841 -1.608 2.609
H -4.283 -2.606 1.220
H -3.280 -1.166 0.985
H -0.847 -4.003 0.643
H -1.529 -2.593 -0.179
H -2.525 -4.032 0.080

Here are the Mulliken charges for atoms 1 to 8, given in e: atom 1 (Pr): 0.521, atom 2 (O): -0.695, atom 3 (C): -0.119, atom 4 (N): 0.659, atom 5 (C): 0.003, atom 6 (O): -0.667, atom 7 (C): 0.660, atom 8 (C): -0.991

[4]
This record from the OMol25 dataset describes a 8-piece molecular cluster, C41H40ClIN9O overall in a non-equilibrium geometry. The level of theory is ωB97M-V/def2-TZVPD.

Summary:
net charge: +1
total energy: -2911.71776 a.u.
HOMO-LUMO gap: 4.8 eV

Element x y z (Å)
O 0.520 -0.757 -2.786
C 0.089 -1.461 -3.836
I 0.197 -3.678 -3.627
C -0.469 -0.784 -5.259
N 0.035 -1.745 -6.362
C -0.983 -2.578 -6.984
C -0.667 -3.678 -8.115
Cl -1.886 -4.798 -8.934
C 0.932 -3.689 -8.411
C 1.761 -2.610 -7.576
N 1.358 -1.637 -6.559
H -1.638 -0.687 -5.287
H 0.041 0.246 -5.498
H -2.114 -2.459 -6.655
H 1.462 -4.408 -9.165
H 2.933 -2.581 -7.815
N 1.350 2.548 0.028
C 2.456 3.219 0.419
C 3.735 2.921 -0.023
C 3.893 1.868 -0.918
C 2.773 1.157 -1.338
C 1.535 1.532 -0.843
H 2.281 4.029 1.121
H 4.587 3.495 0.323
H 4.880 1.604 -1.286
H 2.863 0.331 -2.035
H 0.631 1.010 -1.144
N -4.377 -0.173 -5.875
C -4.143 0.413 -4.680
C -5.058 1.224 -4.027
C -6.288 1.452 -4.637
C -6.557 0.864 -5.868
C -5.579 0.066 -6.441
H -3.169 0.208 -4.246
H -4.818 1.666 -3.067
H -7.030 2.082 -4.156
H -7.505 1.022 -6.369
H -5.743 -0.418 -7.400
N 0.823 2.476 4.882
C 1.212 1.592 5.827
C 2.138 0.585 5.606
C 2.698 0.473 4.338
C 2.316 1.367 3.343
C 1.385 2.343 3.661
H 0.744 1.719 6.799
H 2.415 -0.095 6.403
H 3.426 -0.305 4.127
H 2.733 1.306 2.345
H 1.057 3.066 2.920
N 6.369 1.219 -3.401
C 5.812 1.916 -4.415
C 6.393 2.057 -5.665
C 7.625 1.451 -5.890
C 8.225 0.727 -4.864
C 7.564 0.640 -3.650
H 4.853 2.374 -4.189
H 5.899 2.627 -6.443
H 8.112 1.540 -6.856
H 9.184 0.243 -5.007
H 7.990 0.084 -2.819
N 2.578 -4.218 6.225
C 1.663 -5.211 6.171
C 0.676 -5.297 5.203
C 0.619 -4.303 4.231
C 1.546 -3.267 4.261
C 2.499 -3.269 5.268
H 1.747 -5.960 6.953
H -0.031 -6.118 5.206
H -0.142 -4.336 3.456
H 1.528 -2.477 3.519
H 3.247 -2.484 5.332
N 0.550 0.759 9.557
C 1.367 0.896 10.624
C 1.071 1.685 11.725
C -0.134 2.380 11.732
C -0.995 2.260 10.646
C -0.613 1.444 9.593
H 2.296 0.337 10.570
H 1.764 1.756 12.556
H -0.399 3.009 12.576
H -1.941 2.789 10.621
H -1.253 1.315 8.725
N -7.415 1.120 -1.852
C -6.910 1.245 -0.606
C -7.446 0.621 0.509
C -8.571 -0.178 0.339
C -9.116 -0.325 -0.933
C -8.507 0.337 -1.987
H -6.033 1.881 -0.524
H -6.996 0.754 1.487
H -9.020 -0.682 1.190
H -9.994 -0.940 -1.098
H -8.893 0.251 -2.999

Here are the Mulliken charges for atoms 1 to 8, given in e: atom 1 (O): -0.379, atom 2 (C): 0.168, atom 3 (I): 0.086, atom 4 (C): 0.324, atom 5 (N): 0.684, atom 6 (C): 0.240, atom 7 (C): -0.098, atom 8 (Cl): -0.080

[5]
This record from the OMol25 dataset describes a 2-piece molecular cluster, C41H40F4NOSi overall in a non-equilibrium geometry. The level of theory is ωB97M-V/def2-TZVPD.

Summary:
energy relative to the best compared isomer or geometry (same formula, charge and spin): 0.0 kJ/mol
net charge: +1
total energy: -2405.04194 a.u.
HOMO-LUMO gap: 2.0 eV

Element x y z (Å)
F 0.759 2.750 3.675
C -0.109 2.851 2.609
C -0.347 4.113 2.077
C -1.181 4.156 0.960
F -1.444 5.384 0.396
C -1.716 3.026 0.369
C -1.484 1.740 0.939
C -2.119 0.628 0.312
C -1.777 -0.745 0.365
C -2.423 -1.608 -0.580
C -2.232 -2.969 -0.518
F -2.847 -3.772 -1.462
C -1.399 -3.591 0.414
C -0.735 -2.741 1.299
F 0.125 -3.305 2.221
C -0.841 -1.360 1.261
C -0.658 1.680 2.102
H 0.092 5.012 2.505
H -2.322 3.097 -0.534
H -2.884 0.896 -0.428
H -3.049 -1.154 -1.353
H -1.262 -4.666 0.438
H -0.208 -0.758 1.910
H -0.478 0.741 2.615
C -12.103 -0.016 -3.828
Si -10.357 -0.046 -4.471
C -9.965 -1.749 -5.120
C -10.078 1.271 -5.764
O -9.381 0.370 -3.164
C -8.524 -0.379 -2.309
C -9.282 -1.608 -1.801
C -8.908 -2.897 -2.188
C -9.625 -3.995 -1.700
C -10.766 -3.790 -0.933
C -11.198 -2.493 -0.628
C -10.471 -1.393 -1.101
C -7.193 -0.691 -3.042
C -6.900 0.015 -4.211
C -5.741 -0.270 -4.938
C -4.869 -1.258 -4.477
C -5.111 -1.909 -3.265
C -6.274 -1.618 -2.534
C -8.167 0.564 -1.128
C -7.461 1.860 -1.569
C -6.245 2.051 -0.659
C -6.027 0.728 0.082
N -7.252 -0.045 -0.161
C -7.687 -0.948 0.741
C -6.956 -1.354 1.835
C -7.606 -1.896 3.001
C -6.837 -2.517 4.014
C -7.433 -3.019 5.166
C -8.827 -2.924 5.335
C -9.615 -2.320 4.341
C -9.018 -1.812 3.189
H -12.799 -0.298 -4.631
H -12.233 -0.717 -2.994
H -12.363 0.990 -3.473
H -10.429 -1.856 -6.115
H -8.885 -1.924 -5.222
H -10.382 -2.524 -4.462
H -10.772 1.117 -6.604
H -10.263 2.271 -5.348
H -9.056 1.254 -6.165
H -8.082 -3.060 -2.882
H -9.275 -5.000 -1.952
H -11.334 -4.645 -0.564
H -12.105 -2.324 -0.051
H -10.825 -0.368 -0.937
H -7.593 0.783 -4.557
H -5.549 0.292 -5.853
H -3.984 -1.510 -5.063
H -4.409 -2.655 -2.878
H -6.489 -2.156 -1.607
H -9.094 0.807 -0.580
H -7.153 1.824 -2.620
H -8.176 2.687 -1.477
H -5.348 2.358 -1.214
H -6.449 2.828 0.087
H -5.148 0.188 -0.308
H -5.855 0.871 1.158
H -8.701 -1.316 0.595
H -5.862 -1.268 1.844
H -5.759 -2.586 3.855
H -6.819 -3.489 5.934
H -9.300 -3.337 6.227
H -10.699 -2.243 4.457
H -9.634 -1.325 2.428

Here are the Mulliken charges for atoms 1 to 8, given in e: atom 1 (F): -0.276, atom 2 (C): 0.291, atom 3 (C): -0.604, atom 4 (C): 0.252, atom 5 (F): -0.278, atom 6 (C): -0.751, atom 7 (C): 0.841, atom 8 (C): 0.283

Q: What is the total energy in the fourth record?
A: -2911.71776 a.u.

Q: Number 1 is which compound?
A: C41H38N2O7PtTe